This record from OMol25 describes a cluster of 2 separate species, C12H17N in total. The level of theory is wB97M-V/def2-TZVPD.

```
30
Properties=species:S:1:pos:R:3:mulliken_charge:R:1
C 0.609 -3.653 0.289 -1.158
C -0.276 -2.380 0.446 -0.587
C 0.328 -1.202 -0.259 0.442
C 0.202 -1.075 -1.608 -0.577
N 0.772 0.133 -1.997 -0.153
C 1.155 0.813 -0.858 -0.160
C 1.646 2.113 -0.753 -0.741
C 1.936 2.588 0.505 -0.511
C 1.748 1.752 1.630 -0.579
C 1.365 0.437 1.512 -0.524
C 0.963 -0.034 0.254 0.703
H -0.016 -4.532 0.110 0.315
H 1.139 -3.879 1.201 0.293
H 1.304 -3.518 -0.534 0.362
H -1.299 -2.502 0.093 0.243
H -0.460 -2.363 1.517 0.428
H -0.159 -1.807 -2.311 0.421
H 0.402 0.657 -2.776 0.248
H 1.672 2.751 -1.626 0.344
H 2.327 3.564 0.738 0.383
H 2.025 2.157 2.597 0.379
H 1.370 -0.203 2.385 0.428
C -3.930 1.394 0.716 -0.834
C -4.154 0.073 -0.029 -0.662
H -3.798 2.264 0.069 0.282
H -4.771 1.630 1.354 0.298
H -3.033 1.282 1.324 0.236
H -4.868 0.160 -0.842 0.312
H -4.510 -0.591 0.760 0.247
H -3.303 -0.387 -0.509 0.124
```

net charge = 0
relative energy (zero: lowest compared OMol25 entry of this formula, charge and spin) = 18.5 kcal/mol
2S+1 = 1
E_LUMO = 0.85 eV
HOMO level = -7.9 eV

=====

This record from OMol25 describes a cluster of 2 separate species, C12H17N in total. The level of theory is wB97M-V/def2-TZVPD.

```
30
Properties=species:S:1:pos:R:3:mulliken_charge:R:1
C -0.677 -1.804 -2.742 -1.294
C -0.045 -0.714 -1.859 0.661
C 1.231 -0.439 -1.633 -0.680
N 1.303 0.771 -0.891 -0.025
C 0.011 1.166 -0.607 0.021
C -0.405 2.196 0.166 -0.667
C -1.744 2.314 0.521 -0.718
C -2.623 1.415 -0.072 -0.457
C -2.265 0.294 -0.760 -0.596
C -0.933 0.213 -1.207 0.865
H 0.066 -2.640 -3.099 0.324
H -0.596 -1.330 -3.742 0.345
H -1.720 -2.163 -2.458 0.257
H 2.235 -0.776 -2.118 0.260
H 2.092 1.121 -0.359 0.297
H 0.201 3.064 0.416 0.358
H -2.262 2.993 1.069 0.533
H -3.725 1.425 -0.067 0.283
H -3.049 -0.468 -1.048 0.237
C 0.454 -1.538 2.157 -1.132
C 1.853 -0.986 2.061 0.269
C 2.560 -1.396 3.427 -1.318
H -0.068 -0.968 2.914 0.326
H 0.514 -2.625 2.329 0.376
H -0.092 -1.596 1.204 0.182
H 2.571 -1.492 1.297 0.145
H 1.934 0.117 2.011 0.045
H 3.333 -2.121 3.221 0.296
H 3.067 -0.573 3.865 0.400
H 1.874 -1.688 4.090 0.408
```

net charge = 0
relative energy (zero: lowest compared OMol25 entry of this formula, charge and spin) = 61.1 kcal/mol
2S+1 = 1
E_LUMO = 0.94 eV
HOMO level = -7.9 eV

=====

This record from OMol25 describes a cluster of 2 separate species, C12H17N in total. The level of theory is wB97M-V/def2-TZVPD.

```
30
Properties=species:S:1:pos:R:3:mulliken_charge:R:1
C -0.562 -1.518 -3.024 -1.306
C -0.135 -0.318 -2.349 0.671
C 1.162 0.349 -2.221 -0.932
N 1.011 1.454 -1.326 -0.052
C -0.242 1.390 -0.785 -0.045
C -0.866 2.162 0.211 -0.518
C -2.211 2.143 0.247 -0.475
C -2.925 1.480 -0.706 -0.739
C -2.365 0.413 -1.516 -0.700
C -0.999 0.457 -1.653 0.980
H -0.156 -2.336 -2.525 0.294
H -0.209 -1.334 -4.023 0.323
H -1.651 -1.735 -3.146 0.327
H 2.111 0.078 -2.507 0.468
H 1.840 2.014 -1.156 0.228
H -0.158 2.524 0.893 0.421
H -2.508 2.800 1.097 0.319
H -3.974 1.736 -0.828 0.352
H -3.032 -0.253 -2.018 0.398
C 0.687 -1.570 1.673 -1.057
C 1.430 -0.325 2.258 0.159
C 2.260 -0.926 3.369 -1.188
H -0.001 -2.127 2.432 0.335
H 1.294 -2.272 1.310 0.456
H -0.073 -1.155 0.900 0.057
H 2.031 -0.052 1.384 0.067
H 0.821 0.492 2.522 0.280
H 2.883 -1.898 3.254 0.283
H 2.931 -0.284 4.015 0.315
H 1.604 -1.388 4.221 0.281
```

net charge = 0
relative energy (zero: lowest compared OMol25 entry of this formula, charge and spin) = 77.6 kcal/mol
2S+1 = 1
E_LUMO = 0.87 eV
HOMO level = -7.6 eV

=====

This record from OMol25 describes a cluster of 2 separate species, C12H17N in total. The level of theory is wB97M-V/def2-TZVPD.

```
30
Properties=species:S:1:pos:R:3:mulliken_charge:R:1
C -0.813 -2.820 3.048 -1.238
C 0.275 -2.679 2.063 0.514
C 1.563 -3.187 2.199 -0.752
N 2.399 -2.550 1.323 -0.037
C 1.689 -1.668 0.542 -0.181
C 2.129 -0.720 -0.408 -0.971
C 1.167 -0.070 -1.122 -0.176
C -0.189 -0.398 -0.897 -0.636
C -0.670 -1.219 0.096 -0.776
C 0.320 -1.917 0.819 1.025
H -1.134 -1.815 3.389 0.274
H -0.440 -3.347 3.913 0.363
H -1.631 -3.360 2.558 0.297
H 1.941 -3.926 2.885 0.426
H 3.383 -2.727 1.281 0.172
H 3.175 -0.507 -0.588 0.357
H 1.477 0.679 -1.831 0.409
H -0.853 0.197 -1.503 0.482
H -1.749 -1.364 0.138 0.405
C -1.606 3.089 -0.367 -0.878
C -0.655 3.316 -1.543 -0.221
C -1.051 2.797 -2.935 -0.944
H -1.438 2.072 -0.004 0.113
H -1.322 3.737 0.474 0.292
H -2.613 3.289 -0.736 0.325
H 0.346 2.870 -1.358 0.117
H -0.192 4.305 -1.586 0.438
H -0.595 1.828 -3.037 0.177
H -0.788 3.500 -3.734 0.324
H -2.124 2.595 -3.074 0.299
```

net charge = 0
relative energy (zero: lowest compared OMol25 entry of this formula, charge and spin) = 27.9 kcal/mol
2S+1 = 1
E_LUMO = 0.96 eV
HOMO level = -7.7 eV

=====

This record from OMol25 describes a cluster of 2 separate species, C12H17N in total. The level of theory is wB97M-V/def2-TZVPD.

```
30
Properties=species:S:1:pos:R:3:mulliken_charge:R:1
C -2.514 0.893 1.433 -1.417
C -1.069 1.011 1.315 0.362
C -0.246 0.962 2.426 -0.748
N 1.068 1.340 2.134 -0.078
C 1.135 1.484 0.782 0.307
C 2.274 1.985 0.088 -0.844
C 2.135 2.148 -1.257 -0.421
C 0.906 1.807 -1.932 -0.778
C -0.212 1.567 -1.157 -0.013
C -0.154 1.429 0.246 0.536
H -2.933 0.295 0.615 0.252
H -3.074 1.844 1.289 0.283
H -2.934 0.563 2.372 0.398
H -0.467 0.883 3.486 0.428
H 1.729 1.533 2.867 0.208
H 3.097 2.464 0.585 0.390
H 2.930 2.566 -1.850 0.395
H 0.625 1.725 -2.978 0.363
H -1.177 1.397 -1.627 0.382
C -1.393 -2.831 -0.649 -0.917
C 0.022 -2.862 -1.231 -0.388
C 1.020 -1.955 -0.617 -0.988
H -1.853 -3.784 -0.880 0.359
H -2.006 -2.019 -1.054 0.180
H -1.378 -2.638 0.426 0.257
H 0.338 -3.911 -1.380 0.352
H 0.015 -2.661 -2.315 0.281
H 1.289 -2.321 0.379 0.353
H 2.059 -2.033 -0.971 0.421
H 0.770 -0.882 -0.546 0.086
```

net charge = 0
relative energy (zero: lowest compared OMol25 entry of this formula, charge and spin) = 32.2 kcal/mol
2S+1 = 1
E_LUMO = 0.92 eV
HOMO level = -7.9 eV

=====

This record from OMol25 describes a cluster of 2 separate species, C12H17N in total. The level of theory is wB97M-V/def2-TZVPD.

```
30
Properties=species:S:1:pos:R:3:mulliken_charge:R:1
C -2.615 -0.537 1.774 -1.301
C -1.794 0.403 0.946 0.560
C -1.429 1.665 1.271 -0.855
N -0.770 2.251 0.202 -0.149
C -0.574 1.278 -0.753 -0.151
C 0.180 1.345 -1.927 -0.693
C 0.141 0.234 -2.745 -0.514
C -0.608 -0.897 -2.405 -0.583
C -1.332 -0.967 -1.231 -0.631
C -1.259 0.120 -0.369 1.149
H -2.970 -0.082 2.698 0.378
H -2.051 -1.416 2.065 0.289
H -3.529 -0.846 1.261 0.308
H -1.582 2.216 2.190 0.407
H -0.091 2.989 0.285 0.246
H 0.845 2.169 -2.146 0.351
H 0.766 0.216 -3.631 0.384
H -0.589 -1.749 -3.068 0.377
H -1.952 -1.820 -0.995 0.426
C 2.958 -1.728 0.017 -1.286
C 2.563 -0.798 1.140 0.364
C 2.977 -1.250 2.558 -1.077
H 4.017 -2.006 0.048 0.397
H 2.801 -1.287 -0.965 0.305
H 2.429 -2.693 0.049 0.300
H 2.946 0.203 0.930 0.266
H 1.483 -0.644 1.116 -0.152
H 3.654 -2.104 2.481 0.300
H 3.486 -0.438 3.058 0.284
H 2.122 -1.589 3.136 0.299
```

net charge = 0
relative energy (zero: lowest compared OMol25 entry of this formula, charge and spin) = 6.9 kcal/mol
2S+1 = 1
E_LUMO = 0.88 eV
HOMO level = -8.0 eV

=====

This record from OMol25 describes a cluster of 2 separate species, C12H17N in total. The level of theory is wB97M-V/def2-TZVPD.

```
30
Properties=species:S:1:pos:R:3:mulliken_charge:R:1
C -1.711 -3.869 0.200 -1.332
C -0.986 -3.116 1.250 0.311
C -0.827 -3.482 2.559 -0.584
N -0.347 -2.402 3.292 -0.067
C -0.092 -1.351 2.442 -0.309
C 0.321 -0.040 2.713 -0.795
C 0.435 0.819 1.654 -0.399
C 0.307 0.380 0.313 -0.044
C -0.193 -0.885 0.112 -0.439
C -0.527 -1.751 1.174 0.873
H -1.177 -3.889 -0.750 0.298
H -2.727 -3.444 0.084 0.296
H -2.053 -4.853 0.538 0.369
H -1.135 -4.363 3.103 0.386
H -0.156 -2.598 4.260 0.193
H 0.598 0.243 3.723 0.346
H 0.609 1.881 1.831 0.365
H 0.600 1.028 -0.497 0.159
H -0.432 -1.144 -0.917 0.319
C 1.632 2.153 -3.127 -0.967
C 1.349 3.356 -2.206 -0.288
C -0.191 3.504 -1.961 -1.217
H 0.863 1.912 -3.856 0.279
H 1.676 1.309 -2.433 0.273
H 2.543 2.416 -3.670 0.314
H 1.714 3.286 -1.176 0.262
H 1.711 4.272 -2.677 0.374
H -0.589 3.984 -2.863 0.398
H -0.700 2.537 -2.001 0.318
H -0.515 4.107 -1.112 0.307
```

net charge = 0
relative energy (zero: lowest compared OMol25 entry of this formula, charge and spin) = 23.7 kcal/mol
2S+1 = 1
E_LUMO = 0.95 eV
HOMO level = -7.8 eV